(1)
C20H41I2N4O10P2 | ωB97M-V/def2-TZVPD

Geometry as XYZ:
```
79
Properties=species:S:1:pos:R:3:forces:R:3
C 10.3251 6.2075 1.4360 -0.641 -0.947 0.586
C 8.8652 6.2772 1.9657 1.023 0.244 -0.321
I 7.5198 4.8478 1.0752 0.671 0.624 0.419
C 8.4886 7.1529 2.9025 -0.248 -0.070 -0.612
I 9.8543 8.6020 3.7400 -0.835 -0.682 -0.423
N 7.1456 7.2093 3.4330 2.009 0.218 2.101
C 6.9122 7.3226 4.7498 -2.400 0.124 0.961
N 5.5848 7.3583 5.0521 1.113 -0.415 -2.178
C 5.0027 7.2186 3.8138 0.599 0.129 0.000
N 3.7224 7.1481 3.4875 -0.747 0.399 0.228
C 3.2296 6.9555 2.1146 0.140 -1.425 0.018
C 1.6928 6.6936 2.1828 0.536 0.445 -0.130
O 1.4310 5.3626 2.6407 0.047 0.517 -1.062
C 1.2704 4.4647 1.6099 0.070 0.114 -0.574
O 1.4764 3.3185 1.7624 0.120 -1.228 0.590
N 5.9391 7.1457 2.8309 -0.253 0.247 -0.120
H 10.4989 5.1347 1.1923 0.048 0.887 -0.246
H 11.0552 6.4405 2.2434 -0.646 0.096 -0.566
H 10.4853 6.8680 0.5621 -0.137 -0.464 0.439
H 7.6394 7.3831 5.5686 -0.001 -0.031 -0.919
H 3.0311 7.2087 4.2308 0.408 -0.038 -0.124
H 3.7052 6.0076 1.7445 -0.384 0.658 0.079
H 3.5359 7.7521 1.4038 -0.438 -0.060 0.672
H 1.2634 6.8261 1.1690 0.091 0.230 0.676
H 1.2629 7.3924 2.9299 -0.077 -0.367 -0.687
H 0.9690 4.7898 0.5781 0.036 0.849 0.905
H 5.8826 7.0667 1.8213 -0.126 -0.075 0.278
O -2.5015 -1.6658 0.5213 -0.739 0.916 3.925
P -3.2158 -0.3404 0.4863 0.166 0.862 -8.509
O -4.4436 -0.6954 -0.5461 0.068 0.108 0.914
C -5.5307 -1.4830 -0.0664 -0.316 -0.032 0.113
C -6.4582 -0.6758 0.8256 0.037 0.071 0.099
O -2.2265 0.4322 -0.5873 0.168 0.324 1.007
C -0.8699 0.0247 -0.7518 0.119 -0.273 -0.318
C -0.7309 -0.8850 -1.9574 -0.041 -0.010 -0.162
O -3.9118 1.1622 0.8036 0.463 -2.010 2.875
C -3.4896 1.8198 2.0108 0.164 0.434 0.147
C -2.0330 2.2441 1.9517 0.123 -0.093 -0.031
H -5.1520 -2.3621 0.4641 0.015 -0.016 -0.061
H -6.0798 -1.8341 -0.9409 0.157 0.045 -0.072
H -5.9614 -0.4009 1.7602 -0.069 -0.042 0.020
H -7.3536 -1.2486 1.0724 0.044 -0.022 -0.005
H -6.7552 0.2518 0.3342 -0.005 -0.075 -0.036
H -0.4905 -0.4523 0.1535 -0.092 -0.089 -0.059
H -0.2764 0.9297 -0.9073 -0.137 0.093 0.028
H -1.4284 -1.7217 -1.9142 0.066 -0.016 0.182
H 0.2843 -1.2801 -2.0308 -0.019 0.016 -0.005
H -0.9578 -0.3355 -2.8736 0.055 0.025 0.041
H -3.6656 1.1597 2.8644 -0.039 0.119 0.061
H -4.1252 2.6976 2.1340 -0.105 -0.121 -0.135
H -1.3697 1.3753 1.9490 0.051 0.048 0.025
H -1.7769 2.8588 2.8169 -0.048 -0.051 0.020
H -1.8311 2.8096 1.0409 -0.075 -0.016 0.016
O -3.0105 -7.5293 -1.2579 -1.892 -2.669 -2.228
P -2.5370 -7.2095 -2.6509 5.092 6.399 2.213
O -0.9108 -7.3260 -2.4404 -0.591 -0.491 -0.377
C -0.3309 -8.6226 -2.3322 0.143 -0.243 -0.119
C -0.2490 -9.3155 -3.6819 -0.093 -0.022 -0.079
O -2.6837 -5.5679 -2.5804 -0.741 -0.503 -0.553
C -3.5987 -4.9542 -1.6736 0.102 0.144 0.427
C -2.8800 -4.5001 -0.4185 0.172 -0.090 -0.031
O -2.3111 -7.0380 -4.3120 -2.015 -2.786 0.928
C -3.4495 -7.3228 -5.1461 -0.295 0.202 -0.367
C -4.5676 -6.3130 -4.9602 -0.037 0.045 0.156
H -0.8985 -9.2292 -1.6195 0.029 0.043 0.042
H 0.6736 -8.4896 -1.9290 -0.074 0.151 0.042
H -1.2465 -9.5554 -4.0600 0.046 -0.066 0.001
H 0.3186 -10.2447 -3.6066 -0.028 0.014 0.037
H 0.2274 -8.6681 -4.4196 0.027 -0.014 0.073
H -4.4273 -5.6248 -1.4382 0.115 -0.064 0.045
H -4.0262 -4.0862 -2.1827 0.105 -0.033 -0.141
H -2.3056 -5.3097 0.0340 -0.193 -0.142 -0.054
H -3.5884 -4.1207 0.3187 0.055 0.049 -0.025
H -2.1697 -3.7084 -0.6555 -0.112 0.021 0.019
H -3.8052 -8.3358 -4.9384 -0.005 -0.009 -0.138
H -3.1001 -7.2991 -6.1789 0.174 -0.015 0.114
H -5.0165 -6.4007 -3.9671 -0.041 0.007 -0.024
H -5.3543 -6.4733 -5.6994 0.041 -0.045 0.012
H -4.1902 -5.2947 -5.0576 0.026 -0.059 -0.042
```
Positions in Å, forces in eV/Å.

## Properties
Maximum force: 8.55 eV/Å
Total charge: +1
LUMO energy: -3.9335 eV
Multiplicity: 1
HOMO energy: -10.76 eV
Calculated total energy: -82610.896 eV

The molecule's Löwdin atomic charges, reported in e, are given here:
1. C -0.177
2. C -0.722
3. I 0.936
4. C -0.687
5. I 0.976
6. N -0.126
7. C -0.091
8. N 0.183
9. C -0.317
10. N 0.096
11. C -0.122
12. C -0.157
13. O -0.031
14. C -0.348
15. O 0.126
16. N 0.135
17. H 0.065
18. H 0.042
19. H 0.097
20. H 0.136
21. H 0.167
22. H 0.134
23. H 0.137
24. H 0.129
25. H 0.139
26. H 0.165
27. H 0.108
28. O -0.221
29. P 0.646
30. O -0.212
31. C -0.290
32. C -0.081
33. O -0.226
34. C -0.305
35. C -0.067
36. O -0.204
37. C -0.282
38. C -0.089
39. H 0.099
40. H 0.120
41. H 0.065
42. H 0.079
43. H 0.083
44. H 0.102
45. H 0.110
46. H 0.065
47. H 0.079
48. H 0.078
49. H 0.114
50. H 0.120
51. H 0.073
52. H 0.079
53. H 0.082
54. O -0.218
55. P 0.632
56. O -0.216
57. C -0.293
58. C -0.085
59. O -0.224
60. C -0.297
61. C -0.072
62. O -0.207
63. C -0.284
64. C -0.081
65. H 0.109
66. H 0.117
67. H 0.064
68. H 0.077
69. H 0.082
70. H 0.102
71. H 0.114
72. H 0.081
73. H 0.062
74. H 0.054
75. H 0.112
76. H 0.119
77. H 0.070
78. H 0.081
79. H 0.087

=====

(2)
C20H41InN2O4 | ωB97M-V/def2-TZVPD

Geometry as XYZ:
```
68
Properties=species:S:1:pos:R:3:forces:R:3
In -7.5730 3.8277 -0.7689 0.079 -0.045 0.046
C -1.3764 0.4971 1.1532 0.223 -0.710 -0.362
C -2.5062 1.3670 0.7404 4.158 -0.926 0.433
O -2.4675 2.1290 -0.2245 0.207 1.307 -2.244
O -3.4915 1.4119 1.3956 -5.031 0.195 2.735
H -1.4286 -0.2899 0.4009 0.888 -0.061 -0.285
H -1.4792 -0.0518 2.0893 -0.573 0.402 0.223
H -0.4396 1.0497 1.2248 0.031 -0.139 -0.555
C 2.6901 10.2056 -4.0517 1.310 -0.547 0.710
C 2.2711 8.8060 -3.4884 -0.066 0.321 -0.739
C 2.2799 7.7924 -4.6894 -1.213 -1.333 0.396
C 2.0562 6.2637 -4.3408 -0.020 2.439 0.925
C 3.0616 5.8953 -3.2970 0.358 0.821 0.556
C 3.2109 6.8753 -2.0503 -0.249 -0.928 -0.107
N 3.1712 8.2847 -2.4610 0.614 0.392 -0.815
O 3.5467 9.2084 -1.5015 -1.065 -0.853 0.429
C 2.0413 6.6408 -1.0337 0.249 1.463 1.065
C 4.5884 6.5607 -1.3955 0.479 0.120 -0.814
C 0.8356 8.9912 -2.9172 -0.545 0.564 0.050
H 3.6784 10.0910 -4.4970 -0.148 -0.013 -0.725
H 2.9046 10.9750 -3.3100 -0.599 -0.182 0.485
H 1.9385 10.6165 -4.7257 0.206 -0.398 -0.128
H 1.3894 8.0475 -5.2640 0.404 0.439 -0.538
H 3.1935 7.8045 -5.2837 -0.038 0.655 0.034
H 2.2033 5.6431 -5.2247 -0.333 0.094 0.036
H 1.0752 6.1412 -3.8819 -0.327 -0.163 -0.487
H 4.0304 5.9335 -3.7950 0.229 -0.711 0.236
H 2.7192 4.9252 -2.9368 0.956 -0.185 0.349
H 2.1725 5.8132 -0.3366 0.093 -0.406 -0.589
H 2.1026 7.5097 -0.3784 0.183 0.108 0.368
H 1.0118 6.7628 -1.3705 0.212 -0.678 -0.695
H 4.9348 7.2069 -0.5890 -0.701 -0.275 0.373
H 4.7109 5.4963 -1.1951 -0.595 0.048 0.629
H 5.3964 6.6666 -2.1195 -0.181 0.406 -0.572
H 0.3688 9.9534 -3.1283 0.503 0.279 -0.758
H 0.8237 9.0893 -1.8317 -0.029 -1.024 0.062
H 0.1694 8.2820 -3.4084 -0.100 -0.425 0.817
H 4.3739 9.6418 -1.7242 0.426 -0.037 -0.550
C -0.9345 -8.2805 0.5866 -0.198 0.921 1.155
C -0.6574 -8.1145 2.2034 -0.134 0.192 -1.947
C -0.8343 -6.6043 2.5013 -1.338 0.036 0.221
C -2.2887 -6.1405 2.7603 -0.136 0.957 -0.443
C -3.0277 -7.0034 3.7464 2.059 -0.302 -0.764
C -2.9674 -8.4819 3.2402 -0.959 -0.219 3.076
N -1.5465 -9.0188 3.0286 -1.112 4.415 -0.607
O -1.4706 -10.3400 2.8036 0.346 -0.261 -0.537
C -3.6453 -9.1980 4.5052 1.172 0.086 -0.668
C -3.9662 -8.5946 2.1045 0.113 -0.070 -1.070
C 0.8230 -8.4498 2.4215 -1.257 -1.368 0.697
H -1.7661 -7.6592 0.2541 -0.538 -0.300 0.392
H -1.0681 -9.2980 0.2193 0.316 0.061 0.224
H -0.1156 -7.7269 0.1271 0.447 -0.660 -0.062
H -0.2112 -6.2371 3.3168 0.075 -0.517 0.311
H -0.4376 -6.0895 1.6263 -0.057 -0.022 -0.072
H -2.8749 -6.0396 1.8469 0.209 -0.174 -0.289
H -2.3080 -5.1362 3.1836 0.401 0.236 -0.147
H -4.0434 -6.6552 3.9340 -0.071 -0.348 -0.323
H -2.4782 -6.8328 4.6722 -0.095 -0.670 0.388
H -3.7226 -10.2815 4.4139 -0.208 0.014 -0.010
H -3.0776 -8.9316 5.3967 0.226 -0.280 0.007
H -4.6216 -8.7408 4.6659 -0.037 -0.306 -0.258
H -3.9390 -7.7947 1.3645 0.335 0.291 0.226
H -3.8522 -9.4826 1.4828 -0.295 -0.393 0.490
H -4.9266 -8.5049 2.6121 -0.162 -0.441 -0.486
H 0.8434 -9.4864 2.0853 0.878 -0.159 0.315
H 0.9073 -8.3724 3.5054 0.726 -0.272 0.016
H 1.6007 -7.8748 1.9188 -0.593 0.250 -0.130
H -1.5821 -10.6941 3.6889 -0.107 -0.709 0.304
```
Positions in Å, forces in eV/Å.

## Properties
Maximum force: 5.73 eV/Å
Total charge: +2
LUMO energy: -10.3443 eV
Multiplicity: 1
HOMO energy: -11.38 eV
Calculated total energy: -37722.990 eV
Relative energy (zero: lowest compared OMol25 entry of this formula, charge and spin): 374.5 kJ/mol

The molecule's natural (NBO) atomic charges, reported in e, are given here:
1. In 0.998
2. C -0.747
3. C 0.750
4. O -0.467
5. O -0.432
6. H 0.246
7. H 0.250
8. H 0.253
9. C -0.611
10. C 0.105
11. C -0.404
12. C -0.394
13. C -0.398
14. C 0.124
15. N 0.026
16. O -0.529
17. C -0.638
18. C -0.630
19. C -0.638
20. H 0.217
21. H 0.229
22. H 0.240
23. H 0.223
24. H 0.224
25. H 0.236
26. H 0.196
27. H 0.213
28. H 0.230
29. H 0.238
30. H 0.224
31. H 0.227
32. H 0.237
33. H 0.238
34. H 0.223
35. H 0.234
36. H 0.236
37. H 0.222
38. H 0.498
39. C -0.616
40. C 0.141
41. C -0.420
42. C -0.406
43. C -0.412
44. C 0.115
45. N 0.004
46. O -0.481
47. C -0.616
48. C -0.638
49. C -0.624
50. H 0.211
51. H 0.235
52. H 0.223
53. H 0.221
54. H 0.228
55. H 0.198
56. H 0.219
57. H 0.232
58. H 0.215
59. H 0.213
60. H 0.219
61. H 0.227
62. H 0.215
63. H 0.236
64. H 0.231
65. H 0.227
66. H 0.218
67. H 0.240
68. H 0.497